122
Properties=species:S:1:pos:R:3 method="wB97M-V/def2-TZVPD" charge=+1 homo_energy_ev=-11.745 fmax_ev_per_a=1.02 multiplicity=1 orbital_gap_ev=7.9
I -0.23 -0.95 2.57
Br 0.80 7.14 -1.83
Br 0.09 7.15 1.47
O 11.14 3.80 1.98
O 5.90 -1.41 4.01
O 10.18 2.39 0.66
O 8.48 -5.22 5.16
O -1.81 -4.87 -4.16
O -7.25 0.63 -3.01
O -1.52 -4.87 -9.01
O 4.78 0.32 4.60
O -3.65 0.32 -1.38
O 3.44 -0.03 -2.50
O -10.20 -2.75 0.26
O -11.50 -3.59 -1.23
O 0.62 -4.78 2.08
O 5.83 4.31 1.74
O 6.57 -5.17 4.19
O -4.42 4.33 1.99
O 3.77 -0.42 -0.42
O 1.78 -4.13 3.77
O 0.38 -3.86 -9.01
O -7.18 -0.92 -1.52
O -0.11 -6.14 -3.82
O -2.03 -0.42 -2.57
O 3.98 3.96 0.71
O -2.81 -3.98 0.12
O -6.23 3.69 1.02
O -4.25 -5.14 1.22
N 5.19 -0.46 3.77
N -10.41 -3.29 -0.80
N -0.39 3.77 -2.20
N -3.26 -4.47 1.15
N -0.48 -4.53 -8.48
N 7.31 -4.91 5.11
N -1.22 -5.74 -3.55
N 4.11 -0.45 -1.59
N -5.62 4.40 1.80
N -3.10 -0.55 -2.03
N 10.18 3.37 1.37
N 4.68 4.56 1.52
N -7.19 0.25 -1.87
N 1.67 -4.57 2.65
C 4.78 -0.17 2.36
C 0.00 4.55 -1.25
C 2.93 -4.85 1.91
C 1.00 3.86 -0.38
C -1.92 -6.33 -2.37
C -1.14 6.23 0.28
C -9.22 -3.58 -1.65
C 6.76 -4.16 6.26
C 5.44 -1.05 -1.89
C 0.89 1.27 0.07
C 0.14 2.40 -2.17
C -2.52 -4.17 2.41
C -0.52 0.63 0.00
C -3.79 -1.87 -2.16
C -0.27 -4.96 -7.07
C -2.49 6.97 0.26
C -6.38 5.41 2.58
C -7.11 1.28 -0.81
C 8.90 4.11 1.53
C -1.20 0.49 1.36
C -0.56 5.95 -1.14
C 1.11 2.41 -0.97
C 4.05 5.66 2.28
H 3.02 5.74 1.95
H -1.67 -3.57 2.15
H -6.21 1.86 -1.00
H 2.66 -5.22 0.93
H -3.19 6.43 0.91
H 8.65 4.11 2.58
H -2.38 7.98 0.66
H -7.42 5.34 2.30
H -0.30 -6.05 -7.06
H -2.90 7.02 -0.74
H 6.90 -4.78 7.14
H -9.55 -4.06 -2.56
H -1.27 -7.07 -1.93
H -7.05 0.78 0.15
H -8.57 -4.24 -1.07
H -3.22 -3.63 3.06
H 5.42 -2.08 -1.53
H 2.11 2.31 -1.39
H -3.93 -2.05 -3.22
H -2.85 -6.76 -2.73
H -3.12 -2.62 -1.74
H -4.73 -1.82 -1.63
H 0.68 -4.58 -6.74
H -8.72 -2.64 -1.84
H 4.11 5.41 3.34
H 5.22 -0.92 1.71
H 3.70 -0.18 2.31
H 5.72 -3.94 6.08
H 1.04 1.66 1.08
H 9.07 5.13 1.18
H -2.23 0.14 1.23
H 4.61 6.57 2.07
H -1.29 5.25 0.74
H -1.39 6.04 -1.84
H -1.22 1.20 -0.61
H 7.35 -3.24 6.35
H 5.59 -1.01 -2.96
H 1.96 4.39 -0.48
H 0.74 3.93 0.68
H 3.49 -3.92 1.86
H 0.63 2.18 -3.12
H -0.42 -0.38 -0.42
H 8.15 3.61 0.93
H -1.25 1.44 1.89
H -5.96 6.38 2.34
H 1.68 0.51 -0.09
H -0.72 1.73 -2.12
H -2.13 -5.51 -1.68
H -6.23 5.18 3.63
H 5.17 0.82 2.13
H -1.09 -4.56 -6.48
H -7.99 1.91 -0.88
H 6.18 -0.48 -1.35
H 3.48 -5.59 2.48
H -1.05 4.08 -2.91
H -2.23 -5.11 2.87